DFT (ωB97M-V/def2-TZVPD) results for a molecular structure, C52H45BrClIInO5P2S2 in a non-equilibrium geometry.

XYZ file:
```
110
Properties=species:S:1:pos:R:3:forces:R:3
In 0.9861 -0.9057 -1.5351 -0.399 -0.015 -0.189
O -3.6919 -0.1134 -2.5490 0.102 0.273 -0.794
S -2.9219 -0.3704 -1.3171 -0.830 0.055 0.838
C -3.9646 0.5844 -0.0718 0.407 0.180 0.116
C -5.0120 -0.0616 0.5751 0.058 0.001 -0.108
C -5.8037 0.5838 1.5106 -0.003 0.034 -0.049
C -5.5440 1.8994 1.8435 -0.177 0.054 0.172
C -4.5214 2.5758 1.2098 0.135 0.011 -0.199
C -3.7454 1.9525 0.2259 0.108 -0.072 -0.223
P -2.3608 2.9795 -0.3409 0.562 0.033 0.123
C -2.6550 4.7285 -0.6750 -0.259 -0.292 0.191
C -1.5787 5.3593 -1.3088 0.009 -0.014 -0.023
C -1.6232 6.7188 -1.5574 -0.047 0.030 0.019
C -2.7254 7.4592 -1.1483 0.040 -0.031 -0.005
C -3.7942 6.8326 -0.5281 -0.084 0.065 0.006
C -3.7729 5.4643 -0.3026 -0.029 0.010 -0.077
C -1.1779 2.9030 1.0125 -0.356 -0.013 -0.077
C -1.1550 1.7339 1.7720 0.102 -0.060 -0.063
C -0.4348 1.6776 2.9506 0.005 -0.099 0.045
C 0.2377 2.8049 3.3982 0.034 -0.022 -0.082
C 0.2283 3.9688 2.6432 0.082 0.036 0.041
C -0.4783 4.0261 1.4549 0.005 0.043 -0.086
C -3.4545 -2.0182 -0.7905 0.813 -0.640 0.113
C -4.6140 -2.5171 -1.3638 -0.026 0.168 -0.144
C -5.0270 -3.8061 -1.0763 -0.086 0.088 -0.070
C -4.2855 -4.5920 -0.2108 -0.002 -0.214 0.109
C -3.1219 -4.1036 0.3561 -0.038 0.133 -0.092
C -2.6628 -2.8249 0.0439 -0.161 0.323 -0.343
P -1.0525 -2.2362 0.7028 -0.480 0.007 0.267
C -1.5012 -2.4394 2.4795 0.232 0.124 -0.010
C -2.5223 -1.6071 2.9435 0.098 0.019 0.047
C -2.9164 -1.6384 4.2698 -0.032 0.010 -0.058
C -2.2886 -2.5031 5.1566 0.007 -0.012 0.082
C -1.2717 -3.3295 4.7073 -0.025 -0.019 0.039
C -0.8763 -3.2988 3.3760 -0.021 0.040 -0.078
C 0.1084 -3.6060 0.3772 -0.027 0.175 -0.020
C -0.1331 -4.6555 -0.5015 0.052 -0.033 -0.041
C 0.8661 -5.5837 -0.7607 0.016 -0.069 0.005
C 2.1088 -5.4703 -0.1586 0.048 0.053 -0.037
C 2.3678 -4.4072 0.6961 0.042 0.051 0.049
C 1.3780 -3.4730 0.9503 -0.123 -0.026 0.037
H -5.2056 -1.0999 0.3464 -0.041 0.112 0.152
H -6.6113 0.0462 1.9885 -0.003 -0.008 0.018
H -6.1343 2.3986 2.5991 0.003 0.031 0.014
H -4.3055 3.5946 1.5047 0.014 -0.053 0.051
H -0.7109 4.7819 -1.6055 -0.006 0.030 -0.031
H -0.8037 7.2023 -2.0711 0.037 -0.009 0.035
H -2.7488 8.5263 -1.3210 -0.029 0.015 -0.015
H -4.6533 7.4117 -0.2196 -0.036 -0.006 -0.027
H -4.6355 4.9836 0.1360 0.018 0.065 -0.001
H -1.7191 0.8732 1.4479 0.006 -0.164 0.025
H -0.4307 0.7618 3.5289 0.000 0.015 -0.009
H 0.7650 2.7825 4.3404 0.060 -0.026 0.050
H 0.7596 4.8435 2.9937 -0.013 0.006 -0.019
H -0.4991 4.9501 0.8953 -0.021 0.011 0.021
H -5.1772 -1.8804 -2.0350 0.021 -0.045 -0.053
H -5.9301 -4.1942 -1.5275 -0.001 -0.007 -0.018
H -4.6042 -5.6030 0.0063 -0.027 0.001 0.045
H -2.5433 -4.7266 1.0272 -0.001 -0.006 -0.004
H -3.0195 -0.9337 2.2527 -0.036 -0.002 0.004
H -3.7162 -0.9925 4.6086 -0.007 0.008 0.026
H -2.5935 -2.5311 6.1940 -0.005 -0.010 0.016
H -0.7854 -4.0124 5.3915 0.006 0.003 0.020
H -0.0829 -3.9519 3.0394 0.006 -0.043 -0.011
H -1.0829 -4.7459 -1.0082 0.012 0.048 -0.034
H 0.6717 -6.4024 -1.4403 -0.019 0.016 -0.044
H 2.8848 -6.1928 -0.3726 -0.006 -0.033 0.012
H 3.3413 -4.3010 1.1583 0.004 -0.019 0.002
H 1.5715 -2.6343 1.6133 0.069 -0.009 -0.038
C -2.3793 2.6943 -2.9408 0.115 -0.098 -0.207
O -1.6889 2.4618 -1.6711 -0.211 -0.236 0.160
H -2.1502 3.6973 -3.2979 0.014 -0.040 0.107
H -3.4539 2.5596 -2.8332 0.004 -0.069 0.041
H -1.9876 1.9501 -3.6241 -0.021 -0.096 0.009
Cl -0.3509 -4.4910 -4.4498 0.027 -0.275 -0.127
C -1.0248 -2.8906 -4.8344 0.045 0.196 0.153
C -0.6872 -1.9468 -3.6838 -0.233 -0.136 0.354
O -0.0913 -0.8748 -3.9328 0.282 0.327 -0.184
O -1.0030 -2.3136 -2.5232 0.015 0.016 0.133
H -2.1044 -2.9941 -4.9260 0.036 0.013 -0.018
H -0.5824 -2.5480 -5.7641 -0.036 0.002 0.018
Br 5.2901 -1.7807 -6.1382 0.109 0.073 0.032
C 5.7537 -0.3497 -4.9886 -0.142 -0.051 -0.017
C 7.0952 -0.0190 -4.8552 -0.016 -0.064 -0.052
C 7.4765 1.0025 -4.0020 0.022 -0.016 0.037
C 6.5175 1.7006 -3.2842 0.019 0.013 -0.031
C 5.1781 1.3802 -3.4315 -0.105 0.043 0.040
C 4.7842 0.3538 -4.2803 -0.370 -0.252 -0.028
I 2.7279 -0.1335 -4.3958 0.465 0.177 -0.102
H 7.8313 -0.5704 -5.4226 0.025 -0.003 0.009
H 8.5252 1.2433 -3.8979 0.022 0.031 -0.006
H 6.8061 2.4991 -2.6140 0.009 0.018 0.004
H 4.4239 1.9263 -2.8810 -0.004 0.014 0.010
C 5.5177 -1.1249 -0.4771 -0.165 0.371 -0.157
S 4.6241 0.4244 -0.1365 0.445 -0.534 0.401
O 3.1767 0.0985 -0.3296 -0.022 0.040 0.018
C 4.9260 0.3975 1.6407 0.096 0.259 -0.207
C 5.9069 1.2326 2.1533 -0.023 0.012 -0.089
C 6.1376 1.2529 3.5207 0.002 -0.073 0.060
C 5.3912 0.4340 4.3572 0.054 0.048 -0.006
C 4.4138 -0.4009 3.8321 -0.038 -0.027 -0.001
C 4.1724 -0.4158 2.4672 -0.126 -0.085 -0.003
H 5.1386 -1.8995 0.1856 -0.040 -0.004 0.007
H 6.5825 -0.9591 -0.3216 0.011 0.011 0.043
H 5.3284 -1.3772 -1.5196 -0.002 0.022 -0.039
H 6.4811 1.8604 1.4828 0.002 0.061 0.028
H 6.8928 1.9064 3.9353 0.023 0.001 -0.014
H 5.5718 0.4481 5.4236 -0.001 -0.002 0.014
H 3.8400 -1.0392 4.4915 -0.019 0.000 -0.017
H 3.3994 -1.0410 2.0365 -0.025 0.007 0.004
```
Forces are in eV/Å.

Output
Net charge: +1
HOMO level: -9.63 eV
Electronic energy: -200973.71242 eV
E_LUMO: -2.73 eV